Model A:
Here is a cluster of 2 separate species, C2H4ClNO in total from OMol25. Energies are from ωB97M-V with the def2-TZVPD basis set.

Summary:
E_LUMO (alpha / beta): -0.2 / -0.2 eV
2S+1: 1
highest occupied orbital energy (alpha / beta): -8.122 / -8.119 eV

Last column: natural (NBO) charge in e.
Atoms and positions in Å:
C  -0.053  -0.035  1.089  0.398
C  0.270  0.802  -1.046  -0.255
N  -0.469  -1.843  0.054  -0.768
O  0.291  0.954  0.305  -0.468
Cl  0.037  0.128  2.675  0.164
H  -0.811  0.952  -1.370  0.203
H  0.638  -0.186  -1.251  0.237
H  0.875  1.631  -1.408  0.197
H  -0.777  -2.405  0.952  0.293

***

Model B:
Here is the molecule C2H4ClNO from OMol25. Energies are from ωB97M-V with the def2-TZVPD basis set.

Summary:
SMILES string: C/N=C/OCl
E_LUMO: 0.6 eV
2S+1: 1
highest occupied orbital energy: -9.532 eV

Last column: natural (NBO) charge in e.
Atoms and positions in Å:
C  -1.337  -0.626  -0.001  -0.438
N  0.018  -0.235  0.265  -0.422
C  0.554  0.837  -0.008  0.415
O  2.262  0.921  0.051  -0.625
Cl  2.867  -0.630  0.045  0.211
H  -1.475  -1.090  -1.105  0.233
H  -1.942  0.261  0.253  0.196
H  -1.459  -1.350  0.803  0.220
H  0.512  1.913  -0.302  0.209

***

model B wins, 2.521 eV ahead of the next structure.

***

Model A:
Here is a cluster of 6 separate species, C12H36O12 in total from OMol25. Energies are from ωB97M-V with the def2-TZVPD basis set.

Summary:
SMILES string: OCCO.OCCO.OCCO.OCCO.OCCO.OCCO
E_LUMO: -0.1 eV
2S+1: 1
highest occupied orbital energy: -9.856 eV

Last column: natural (NBO) charge in e.
Atoms and positions in Å:
O  -10.890  10.483  -2.004  -0.717
C  -10.833  11.913  -2.047  -0.077
C  -9.419  12.362  -1.784  -0.083
O  -8.501  11.554  -2.490  -0.721
H  -11.807  10.202  -1.971  0.464
H  -11.198  12.227  -3.031  0.158
H  -11.526  12.318  -1.305  0.164
H  -9.191  12.303  -0.711  0.152
H  -9.359  13.418  -2.082  0.168
H  -7.623  11.938  -2.372  0.484
O  1.253  13.667  -1.031  -0.714
C  0.897  12.507  -0.308  -0.083
C  1.441  12.523  1.109  -0.082
O  2.846  12.320  1.101  -0.718
H  0.470  14.181  -1.220  0.469
H  -0.199  12.503  -0.204  0.156
H  1.119  11.550  -0.788  0.181
H  0.968  11.773  1.758  0.164
H  1.189  13.487  1.577  0.159
H  3.142  12.073  1.979  0.470
O  2.665  12.879  -5.207  -0.719
C  1.404  12.226  -5.068  -0.096
C  1.488  10.798  -5.541  -0.078
O  1.518  10.626  -6.944  -0.720
H  2.517  13.792  -4.939  0.467
H  1.053  12.238  -4.031  0.167
H  0.632  12.755  -5.640  0.165
H  0.608  10.286  -5.140  0.167
H  2.388  10.339  -5.123  0.178
H  1.477  11.473  -7.395  0.469
O  -2.407  16.756  -3.731  -0.705
C  -1.957  15.519  -4.275  -0.079
C  -1.390  15.701  -5.683  -0.083
O  -2.115  16.750  -6.320  -0.708
H  -2.718  16.562  -2.842  0.458
H  -1.173  15.177  -3.588  0.150
H  -2.705  14.727  -4.314  0.161
H  -1.505  14.759  -6.226  0.177
H  -0.311  15.883  -5.686  0.158
H  -2.266  16.483  -7.231  0.470
O  -7.725  16.018  -2.066  -0.722
C  -6.336  15.848  -1.898  -0.095
C  -6.112  14.410  -1.454  -0.081
O  -6.253  13.448  -2.512  -0.759
H  -7.929  16.930  -2.296  0.479
H  -5.768  16.007  -2.823  0.162
H  -5.963  16.518  -1.122  0.178
H  -6.872  14.187  -0.705  0.196
H  -5.100  14.309  -1.057  0.171
H  -6.284  13.939  -3.345  0.486
O  -1.810  12.212  -4.820  -0.731
C  -1.834  11.807  -3.455  -0.087
C  -3.116  12.253  -2.773  -0.089
O  -4.178  11.439  -3.241  -0.738
H  -2.586  11.781  -5.206  0.479
H  -1.692  10.730  -3.354  0.182
H  -1.035  12.336  -2.930  0.170
H  -3.299  13.305  -2.998  0.157
H  -2.973  12.165  -1.689  0.155
H  -4.992  11.907  -3.005  0.494

***

Model B:
Here is a cluster of 6 separate species, C12H36O12 in total from OMol25. Energies are from ωB97M-V with the def2-TZVPD basis set.

Summary:
SMILES string: OCCO.OCCO.OCCO.OCCO.OCCO.OCCO
E_LUMO: -0.1 eV
2S+1: 1
highest occupied orbital energy: -9.312 eV

Last column: natural (NBO) charge in e.
Atoms and positions in Å:
O  3.662  -9.431  14.684  -0.734
C  2.312  -9.575  14.338  -0.098
C  1.444  -10.226  15.401  -0.094
O  1.329  -9.274  16.456  -0.752
H  3.734  -8.902  15.499  0.496
H  1.847  -8.607  14.102  0.180
H  2.222  -10.053  13.360  0.188
H  1.957  -11.113  15.795  0.156
H  0.512  -10.609  14.978  0.179
H  0.885  -9.662  17.214  0.480
O  7.296  -7.887  19.275  -0.769
C  7.670  -7.556  17.940  -0.103
C  7.788  -6.043  17.865  -0.081
O  8.893  -5.574  18.628  -0.718
H  7.167  -8.860  19.330  0.499
H  8.601  -8.090  17.719  0.166
H  6.890  -7.877  17.237  0.169
H  6.860  -5.588  18.238  0.160
H  7.866  -5.650  16.851  0.183
H  8.803  -6.038  19.473  0.472
O  1.653  -3.932  18.144  -0.736
C  2.474  -2.837  18.576  -0.081
C  2.374  -1.762  17.532  -0.083
O  3.380  -0.781  17.747  -0.715
H  1.523  -4.545  18.871  0.472
H  2.092  -2.383  19.497  0.164
H  3.459  -3.269  18.761  0.173
H  1.361  -1.347  17.501  0.171
H  2.437  -2.171  16.514  0.163
H  2.954  0.079  17.714  0.474
O  6.646  -10.497  19.635  -0.731
C  6.212  -11.044  18.401  -0.091
C  4.797  -11.565  18.424  -0.089
O  3.906  -10.459  18.388  -0.745
H  6.313  -11.023  20.367  0.485
H  6.333  -10.299  17.613  0.199
H  6.867  -11.858  18.071  0.175
H  4.600  -12.188  19.304  0.162
H  4.616  -12.163  17.524  0.182
H  2.992  -10.705  18.250  0.476
O  4.247  -7.666  16.852  -0.762
C  3.550  -6.485  17.214  -0.090
C  2.857  -5.918  15.994  -0.091
O  1.621  -6.598  15.734  -0.777
H  4.283  -8.339  17.540  0.504
H  2.898  -6.664  18.075  0.171
H  4.234  -5.730  17.626  0.172
H  3.430  -6.079  15.073  0.182
H  2.732  -4.839  16.037  0.196
H  1.667  -7.503  16.092  0.500
O  -1.303  -3.069  13.084  -0.723
C  -0.056  -3.207  13.746  -0.076
C  -0.218  -3.947  15.051  -0.086
O  -0.681  -5.256  14.716  -0.750
H  -1.193  -2.858  12.156  0.468
H  0.709  -3.720  13.161  0.165
H  0.300  -2.186  13.934  0.147
H  -0.959  -3.507  15.721  0.168
H  0.736  -3.997  15.576  0.177
H  -0.177  -5.932  15.196  0.498

***

model B wins, 0.705 eV ahead of the next structure.

***

Model A:
Here is the ion CH7N4 with charge +1 from OMol25. Energies are from ωB97M-V with the def2-TZVPD basis set.

Summary:
SMILES string: N/C=N/[NH2+]N
total charge: +1
E_LUMO: -3.8 eV
2S+1: 1
highest occupied orbital energy: -14.504 eV

Last column: natural (NBO) charge in e.
Atoms and positions in Å:
N  2.251  0.257  0.088  -0.688
C  1.042  0.203  -0.195  0.298
N  0.338  -0.760  0.299  -0.416
N  -1.043  -0.776  -0.042  -0.263
N  -1.895  0.675  -0.062  -0.604
H  2.953  0.826  -0.333  0.431
H  2.573  -0.390  0.700  0.412
H  0.557  0.776  -0.996  0.204
H  -1.102  -1.094  -1.049  0.444
H  -1.408  -1.280  0.696  0.433
H  -2.770  0.303  0.202  0.368
H  -1.496  1.261  0.691  0.383

***

Model B:
Here is a cluster of 2 separate species, CH7N4 in total from OMol25. Energies are from ωB97M-V with the def2-TZVPD basis set.

Summary:
total charge: +1
E_LUMO (alpha / beta): -5.7 / -5.7 eV
2S+1: 1
highest occupied orbital energy (alpha / beta): -14.161 / -14.041 eV

Last column: natural (NBO) charge in e.
Atoms and positions in Å:
C  1.237  0.080  -0.642  -0.412
N  -0.835  -0.852  1.389  -0.193
N  -2.225  -0.408  -0.352  -0.342
N  0.493  0.509  0.710  -0.673
N  -1.862  -0.761  0.754  0.209
H  1.578  -0.903  -0.173  0.234
H  0.619  0.119  -1.583  0.261
H  2.211  0.588  -0.821  0.244
H  -0.831  -0.937  2.423  0.442
H  -2.992  -0.951  -0.762  0.407
H  -0.452  1.222  0.649  0.417
H  0.856  0.677  1.612  0.407

***

model A wins, 2.892 eV ahead of the next structure.